1.
An isolated ion of composition C2H4O2P and charge +1 at a distorted geometry. Source: OMol25; level of theory: the ωB97M-V functional and the def2-TZVPD basis.

ORCA input file:
```
! wB97M-V def2-TZVPD RIJCOSX def2/J DEFGRID3
* xyz 1 1
C 0.3312 1.3628 0.0287
C 0.3403 -1.4429 -0.0472
O -0.9515 1.2280 -0.1068
O -0.9439 -1.2432 0.0094
P -2.0232 -0.0086 0.0916
H 0.8366 0.9346 0.7892
H 0.8047 2.0588 -0.4881
H 0.6268 -2.1387 -0.9203
H 0.9789 -0.7508 0.6433
*
```

Values from the calculation:
Total energy = -15510.6410 eV

Calculated atomic charges, method Mulliken, unit e: number 1, C, carries -0.435; number 2, C, carries -0.060; number 3, O, carries -0.244; number 4, O, carries -0.221; number 5, P, carries 0.537; number 6, H, carries 0.581; number 7, H, carries 0.289; number 8, H, carries 0.320; number 9, H, carries 0.233

***

2.
C29H38N4O2P2Zr as an isolated structure at a distorted geometry. Source: OMol25; level of theory: the ωB97M-V functional and the def2-TZVPD basis.

ORCA input file:
```
! wB97M-V def2-TZVPD RIJCOSX def2/J DEFGRID3
* xyz 2 1
Zr 0.2425 -0.2429 0.3186
C 4.1661 5.3976 -5.5135
C 2.9436 5.6295 -5.0345
C 1.6565 5.6789 -5.8030
C 1.6041 4.8953 -7.1356
C 1.9586 3.4359 -7.0193
C 3.1821 2.8969 -7.0916
C 4.4790 3.6193 -7.3455
C 4.5508 5.1104 -6.9417
C -0.2327 -2.4107 0.2284
H 5.0248 5.4553 -4.8254
H 2.8416 5.8903 -3.9724
H 1.3901 6.7281 -6.0185
H 0.8557 5.3008 -5.1482
H 0.5561 4.9373 -7.4734
H 2.1941 5.4173 -7.8985
H 1.0954 2.7667 -6.9002
H 3.2832 1.8067 -7.0344
H 4.7466 3.5494 -8.4140
H 5.2725 3.0779 -6.8074
H 5.6085 5.4029 -7.0486
H 3.9906 5.7190 -7.6622
H 0.4976 -2.8070 0.9613
H -0.0562 -2.9061 -0.7357
H -1.2343 -2.7016 0.5833
P -0.5936 -0.1509 -2.1888
P 0.0813 2.2984 -0.4507
N 0.4203 -1.1139 -3.2939
N -2.1754 -0.8022 -2.6652
N 1.6970 2.9577 -0.8415
N -0.5001 3.6156 0.6330
C -0.5634 1.4752 -3.0359
C -0.7613 2.6374 -2.0459
C 1.6359 -1.6974 -2.9084
C 2.2195 -2.2664 -4.0280
C 1.3582 -2.0118 -5.1469
C 0.2681 -1.2865 -4.6702
C -2.6236 -2.0895 -2.3218
C -3.9754 -2.1850 -2.6281
C -4.3819 -0.9227 -3.1830
C -3.2671 -0.0951 -3.1806
C 2.8739 2.3714 -0.3565
C 3.9503 2.9520 -1.0035
C 3.4398 3.9199 -1.9207
C 2.0555 3.9110 -1.7936
C -0.2391 4.9879 0.6040
C -0.9590 5.6034 1.6246
C -1.7145 4.5805 2.2886
C -1.4357 3.3807 1.6498
H -1.3245 1.5026 -3.8256
H 0.4179 1.5355 -3.5320
H -0.4049 3.5746 -2.4955
H -1.8269 2.7527 -1.7894
H 1.9817 -1.6383 -1.8825
H 3.1576 -2.8051 -4.0474
H 1.5069 -2.3218 -6.1685
H -0.5986 -0.8767 -5.1708
H -1.9568 -2.7976 -1.8529
H -4.6140 -3.0374 -2.4483
H -5.3722 -0.6452 -3.5133
H -3.1518 0.9446 -3.4555
H 2.8272 1.6018 0.4070
H 4.9909 2.7013 -0.8526
H 3.9945 4.5354 -2.6133
H 1.3057 4.4999 -2.3099
H 0.4417 5.4079 -0.1234
H -0.9479 6.6580 1.8604
H -2.3775 4.7275 3.1291
H -1.8111 2.3753 1.7987
C -1.1760 -0.0119 4.0991
C -0.6307 0.0167 2.7132
O -1.4310 0.0123 1.6784
O 0.6483 -0.0124 2.4823
H -2.2311 -0.3112 4.0897
H -1.0963 0.9753 4.5683
H -0.6083 -0.7431 4.6835
*
```

Values from the calculation:
Total energy = -60585.3734 eV

Calculated atomic charges, method Mulliken, unit e: number 1, Zr, carries 0.455; number 2, C, carries -0.417; number 3, C, carries -0.330; number 4, C, carries -0.570; number 5, C, carries -0.937; number 6, C, carries -0.291; number 7, C, carries -0.482; number 8, C, carries -0.555; number 9, C, carries -0.908; number 10, C, carries -1.545; number 11, H, carries 0.351; number 12, H, carries 0.760; number 13, H, carries 0.331; number 14, H, carries 0.105; number 15, H, carries 0.433; number 16, H, carries 0.350; number 17, H, carries 0.416; number 18, H, carries 0.401; number 19, H, carries 0.317; number 20, H, carries 0.341; number 21, H, carries 0.389; number 22, H, carries 0.330; number 23, H, carries 0.572; number 24, H, carries 0.536; number 25, H, carries 0.383; number 26, P, carries 0.569; number 27, P, carries 0.362; number 28, N, carries 0.533; number 29, N, carries 0.519; number 30, N, carries 0.414; number 31, N, carries 0.449; number 32, C, carries -1.235; number 33, C, carries -1.029; number 34, C, carries -0.374; number 35, C, carries -0.589; number 36, C, carries -0.791; number 37, C, carries -0.350; number 38, C, carries -0.555; number 39, C, carries -0.626; number 40, C, carries -0.705; number 41, C, carries -0.282; number 42, C, carries -0.379; number 43, C, carries -1.093; number 44, C, carries -0.208; number 45, C, carries -0.469; number 46, C, carries -0.252; number 47, C, carries -0.615; number 48, C, carries -0.741; number 49, C, carries -0.619; number 50, H, carries 0.721; number 51, H, carries 0.440; number 52, H, carries 0.582; number 53, H, carries 0.473; number 54, H, carries 0.322; number 55, H, carries 0.464; number 56, H, carries 0.487; number 57, H, carries 0.508; number 58, H, carries 0.432; number 59, H, carries 0.464; number 60, H, carries 0.454; number 61, H, carries 0.396; number 62, H, carries 0.559; number 63, H, carries 0.461; number 64, H, carries 0.376; number 65, H, carries 0.550; number 66, H, carries 0.435; number 67, H, carries 0.456; number 68, H, carries 0.454; number 69, H, carries 0.572; number 70, C, carries -1.179; number 71, C, carries 1.417; number 72, O, carries -0.578; number 73, O, carries -0.723; number 74, H, carries 0.348; number 75, H, carries 0.324; number 76, H, carries 0.412

***

3.
A 2-piece molecular cluster, C3H9Cl2NP overall at a distorted geometry. Source: OMol25; level of theory: the ωB97M-V functional and the def2-TZVPD basis.

ORCA input file:
```
! wB97M-V def2-TZVPD RIJCOSX def2/J DEFGRID3
* xyz 1 1
C 2.2512 0.5296 0.5915
C 2.0698 0.7456 -1.8684
C -3.1419 -1.1322 1.0853
N 1.6303 0.5090 -0.6672
P -2.6815 0.0558 -0.1606
Cl -1.6314 -1.1926 -1.4231
Cl -1.0569 0.8207 0.8491
H 1.4646 0.9397 1.2407
H 2.3818 -0.4420 0.9821
H 3.2046 1.1495 0.6553
H 0.6039 0.2241 -0.5833
H 3.1541 0.8559 -1.9156
H 1.6249 0.8501 -2.9181
H -2.3047 -1.4559 1.6980
H -3.7713 -1.8521 0.7219
H -3.7976 -0.6052 1.7122
*
```

Values from the calculation:
Total energy = -39074.0788 eV

Calculated atomic charges, method Mulliken, unit e: number 1, C, carries -0.584; number 2, C, carries -0.040; number 3, C, carries -0.915; number 4, N, carries 0.157; number 5, P, carries 0.312; number 6, Cl, carries -0.237; number 7, Cl, carries -0.227; number 8, H, carries 0.185; number 9, H, carries 0.358; number 10, H, carries 0.323; number 11, H, carries 0.053; number 12, H, carries 0.241; number 13, H, carries 0.278; number 14, H, carries 0.340; number 15, H, carries 0.390; number 16, H, carries 0.367

***

Question: What is the formula in the third record?
Answer: C3H9Cl2NP

***

Question: Which formula does entry 3 have?
Answer: C3H9Cl2NP

***

Question: Look up the total energy of the first one.
Answer: -15510.6410 eV